C3H11N2 | ωB97M-V/def2-TZVPD

**Kohn-Sham gap (alpha / beta)**: 9.2482 / 9.2488 eV
**Energy relative to the best compared isomer or geometry (same formula, charge and spin)**: 55.0 kcal/mol
**Calculated total energy**: -230.094697 a.u.
**LUMO energy (alpha / beta)**: -0.1715 / -0.1715 hartree

```
! RIJCOSX wB97M-V def2-TZVPD def2/J DEFGRID3
* xyz 1 1
C -0.64301 1.07057 -1.48312
C 1.70162 -0.61665 1.08925
C -0.69420 -0.34905 1.18570
N -1.00722 -0.33526 -1.35325
N 0.52756 0.07454 1.33565
H -0.55940 1.47065 -0.44084
H 0.34173 1.03376 -1.88037
H -1.21029 1.59250 -2.23904
H 2.31351 -0.74313 1.96541
H 1.34047 -1.61940 0.84987
H 2.35481 -0.19326 0.45095
H -0.95131 -1.34812 0.65500
H -1.49844 0.34005 1.55580
H -1.97652 -0.46862 -1.26890
H -0.72618 -0.89074 -2.09271
H 0.68686 0.98213 1.67062
*
```

Charges computed using Mulliken, reported in e: -0.71, -0.80, -0.33, -0.47, 0.02, 0.18, 0.32, 0.35, 0.37, 0.26, 0.35, 0.32, 0.39, 0.27, 0.21, 0.29